Version 1
Entry from the OMol25 dataset: the molecule C3H4N2O (ωB97M-V with the def2-TZVPD basis set).

Last column: Mulliken charge in e.
Geometry (Å):
C: -1.439 -0.558 -0.170  -0.473
C: 0.108 0.736 0.701  -0.622
C: 1.331 1.109 0.226  -0.068
O: 2.020 0.066 -0.279  -0.088
N: 1.235 -1.027 -0.254  -0.390
N: 0.127 -0.600 0.328  0.351
H: -1.412 -1.410 -0.826  0.326
H: -2.017 -0.705 0.739  0.249
H: -1.794 0.343 -0.695  0.282
H: 1.841 2.046 0.229  0.434

Molecular weight (u): 84.08
Total charge: 0
Kohn-Sham gap (spin up / spin down) (Eh): 0.3039 / 0.3039
HOMO energy (spin up / spin down) (eV): -8.726 / -8.726
LUMO energy (spin up / spin down) (eV): -0.46 / -0.46

=====

Version 2
Entry from the OMol25 dataset: the molecule C3H4N2O (ωB97M-V with the def2-TZVPD basis set).

Last column: Mulliken charge in e.
Geometry (Å):
O: 2.201 -0.169 0.023  -0.499
C: 0.859 -0.196 0.027  0.383
N: 0.095 -1.248 0.109  -0.589
C: -1.192 -0.734 0.078  -0.337
C: -1.172 0.623 -0.011  -0.271
N: 0.174 0.972 -0.043  -0.045
H: 2.491 -1.092 0.037  0.370
H: -2.056 -1.386 0.098  0.384
H: -1.950 1.370 0.024  0.366
H: 0.550 1.859 -0.342  0.237

Molecular weight (u): 84.08
Total charge: 0
Kohn-Sham gap (Eh): 0.3398
HOMO energy (eV): -8.421
LUMO energy (eV): 0.83

=====

Most stable one: version 2, least stable one: version 1.

=====

Version 1
Entry from the OMol25 dataset: the molecule C3H4N2O (ωB97M-V with the def2-TZVPD basis set).

Last column: Mulliken charge in e.
Geometry (Å):
N: 1.551 -0.013 -0.223  -0.576
C: 0.142 -0.141 -0.053  -0.171
C: -0.714 -1.301 0.019  -0.036
O: -1.915 -1.202 0.222  -0.557
N: -1.207 1.940 0.467  -0.412
C: -0.575 0.975 0.150  0.611
H: 2.093 -0.436 0.519  0.240
H: 1.853 -0.387 -1.116  0.256
H: -0.215 -2.282 -0.084  0.329
H: -1.013 2.846 0.098  0.315

Molecular weight (u): 84.08
Total charge: 0
Kohn-Sham gap (Eh): 0.3377
HOMO energy (eV): -8.810
LUMO energy (eV): 0.38

=====

Version 2
Entry from the OMol25 dataset: the molecule C3H4N2O (ωB97M-V with the def2-TZVPD basis set).

Last column: Mulliken charge in e.
Geometry (Å):
C: 0.356 -0.018 0.294  -0.131
C: -1.068 -0.292 -0.098  -0.259
C: -1.838 0.941 -0.269  0.229
H: 3.186 -0.680 -0.250  0.365
H: 0.544 0.729 1.073  0.389
H: -1.552 -0.909 0.672  0.247
H: -1.095 -0.880 -0.996  0.229
N: 1.306 -0.623 -0.300  -0.334
N: -2.358 1.970 -0.416  -0.372
O: 2.519 -0.238 0.289  -0.363

Molecular weight (u): 84.08
Total charge: 0
Kohn-Sham gap (Eh): 0.4186
HOMO energy (eV): -10.492
LUMO energy (eV): 0.90

=====

Most stable one: version 2, least stable one: version 1.

=====

Version 1
Entry from the OMol25 dataset: the molecule C3H4N2O (ωB97M-V with the def2-TZVPD basis set).

Last column: Mulliken charge in e.
Geometry (Å):
O: 2.497 0.835 0.705  -0.273
C: 1.492 1.051 0.182  0.710
N: 0.238 -1.600 -0.390  -0.683
C: -0.803 -0.903 -0.080  0.164
C: -0.968 0.505 -0.023  -0.757
N: 0.366 1.338 -0.318  -0.190
H: 0.004 -2.593 -0.405  0.210
H: -1.796 -1.336 0.146  0.311
H: -1.448 0.865 0.889  0.211
H: 0.390 1.819 -1.214  0.297

Molecular weight (u): 84.08
Total charge: 0
Kohn-Sham gap (spin up / spin down) (Eh): 0.2751 / 0.2751
HOMO energy (spin up / spin down) (eV): -7.470 / -7.470
LUMO energy (spin up / spin down) (eV): 0.01 / 0.02

=====

Version 2
Entry from the OMol25 dataset: the molecule C3H4N2O (ωB97M-V with the def2-TZVPD basis set).

Last column: Mulliken charge in e.
Geometry (Å):
C: -1.065 -0.148 -0.018  0.323
C: 0.008 1.002 0.030  -0.208
C: 1.272 0.170 -0.120  -0.212
H: -0.010 1.582 1.014  0.225
H: -0.315 1.813 -0.714  0.260
H: 2.290 0.499 -0.056  0.396
H: -0.644 -2.300 -0.141  0.248
N: 1.072 -1.083 -0.014  -0.468
N: -0.353 -1.369 0.076  -0.006
O: -2.255 -0.164 -0.058  -0.558

Molecular weight (u): 84.08
Total charge: 0
Kohn-Sham gap (Eh): 0.3848
HOMO energy (eV): -9.615
LUMO energy (eV): 0.86

=====

Version 3
Entry from the OMol25 dataset: the molecule C3H4N2O (ωB97M-V with the def2-TZVPD basis set).

Last column: Mulliken charge in e.
Geometry (Å):
N: 1.864 0.042 -0.465  -0.392
C: 0.624 0.104 0.097  0.546
N: -0.098 1.170 0.182  -0.547
C: -1.381 0.641 0.177  -0.339
C: -1.363 -0.695 0.296  -0.128
O: -0.031 -1.086 0.302  -0.345
H: 2.479 0.833 -0.345  0.258
H: 2.275 -0.869 -0.532  0.227
H: -2.204 1.272 -0.102  0.350
H: -2.164 -1.412 0.388  0.370

Molecular weight (u): 84.08
Total charge: 0
Kohn-Sham gap (Eh): 0.3378
HOMO energy (eV): -8.272
LUMO energy (eV): 0.92

=====

Version 4
Entry from the OMol25 dataset: the molecule C3H4N2O (ωB97M-V with the def2-TZVPD basis set).

Last column: Mulliken charge in e.
Geometry (Å):
O: 2.424 -0.280 -0.021  -0.482
C: 1.081 -0.386 -0.077  0.303
C: 0.205 -1.368 -0.213  -0.134
N: -1.631 -0.150 0.022  -0.538
C: -0.856 0.895 0.126  0.007
N: 0.456 0.860 0.085  -0.623
H: 2.493 0.683 0.157  0.420
H: -0.344 -2.248 -0.421  0.443
H: -2.647 0.068 0.085  0.235
H: -1.181 1.926 0.257  0.370

Molecular weight (u): 84.08
Total charge: 0
Kohn-Sham gap (Eh): 0.3069
HOMO energy (eV): -8.926
LUMO energy (eV): -0.58

=====

Most stable one: version 3, least stable one: version 4.

=====

Version 1
Entry from the OMol25 dataset: the ion C5H8BrN2 with charge +1 (ωB97M-V with the def2-TZVPD basis set).

Last column: Mulliken charge in e.
Geometry (Å):
C: -0.404 2.115 -1.377  -0.796
C: 1.260 -2.217 0.215  -0.191
C: 0.308 1.179 -0.736  -0.075
C: -0.266 -0.460 0.987  0.632
C: 0.111 1.035 0.712  -0.595
N: 0.368 -1.366 0.333  -0.210
N: -1.109 -0.602 1.840  -0.188
Br: 2.010 1.378 1.683  -0.082
H: -0.370 2.403 -2.446  0.273
H: -1.106 2.738 -0.858  0.227
H: 2.183 -2.371 0.777  0.295
H: 1.304 -2.792 -0.712  0.288
H: 0.953 0.500 -1.295  0.308
H: -0.428 1.666 1.313  0.575
H: -1.569 0.238 2.319  0.294
H: -1.451 -1.472 2.095  0.245

Molecular weight (u): 176.04
Total charge: +1
Kohn-Sham gap (Eh): 0.3440
HOMO energy (eV): -13.738
LUMO energy (eV): -4.38

=====

Version 2
Entry from the OMol25 dataset: the ion C5H8BrN2 with charge +1 (ωB97M-V with the def2-TZVPD basis set).

Last column: Mulliken charge in e.
Geometry (Å):
C: -2.236 1.077 -0.640  -0.235
C: 0.103 -1.225 0.215  0.160
C: 0.808 -0.092 0.102  -0.124
C: 0.129 1.387 0.019  0.507
C: 0.725 -2.605 0.048  -1.327
N: -1.065 1.364 -0.326  -0.029
N: 0.811 2.422 0.457  -0.381
Br: 2.694 -0.008 -0.068  -0.127
H: -2.984 1.064 0.220  0.283
H: -2.652 0.958 -1.589  0.323
H: -0.912 -1.235 0.239  0.383
H: 1.712 -2.428 -0.247  0.378
H: 0.056 -3.190 -0.455  0.355
H: 0.690 -3.294 0.872  0.349
H: 1.711 2.419 0.887  0.209
H: 0.410 3.385 0.266  0.276

Molecular weight (u): 176.04
Total charge: +1
Kohn-Sham gap (Eh): 0.3188
HOMO energy (eV): -13.361
LUMO energy (eV): -4.69

=====

Most stable one: version 2, least stable one: version 1.

=====

Version 1
Entry from the OMol25 dataset: the molecule C3H3N3S (ωB97M-V with the def2-TZVPD basis set).

Last column: Mulliken charge in e.
Geometry (Å):
C: 0.112 0.976 0.188  0.577
C: 1.230 -0.860 0.047  -0.054
C: -0.947 -0.059 0.095  0.080
H: -0.928 2.470 -0.407  0.273
H: 1.942 -1.648 -0.212  0.336
H: -0.332 -2.293 -0.178  0.287
N: 0.141 2.209 -0.102  -0.539
N: 1.426 0.371 0.462  -0.498
N: -0.143 -1.197 -0.078  -0.138
S: -2.502 0.030 0.185  -0.324

Molecular weight (u): 113.15
Total charge: 0
Kohn-Sham gap (Eh): 0.3013
HOMO energy (eV): -9.268
LUMO energy (eV): -1.07

=====

Version 2
Entry from the OMol25 dataset: the molecule C3H3N3S (ωB97M-V with the def2-TZVPD basis set).

Last column: Mulliken charge in e.
Geometry (Å):
C: 0.644 -0.673 -0.099  0.521
C: -0.805 -0.469 0.076  0.003
C: -0.441 1.807 0.005  0.017
H: 0.516 -2.841 0.365  0.132
H: -1.524 -1.278 0.193  0.379
H: -0.859 2.811 -0.001  0.381
N: -1.313 0.737 0.207  -0.503
N: 0.874 1.654 -0.246  -0.468
N: 1.414 0.410 -0.210  -0.259
S: 1.495 -2.157 -0.290  -0.202

Molecular weight (u): 113.15
Total charge: 0
Kohn-Sham gap (Eh): 0.3420
HOMO energy (eV): -9.473
LUMO energy (eV): -0.17

=====

Version 3
Entry from the OMol25 dataset: the molecule C3H3N3S (ωB97M-V with the def2-TZVPD basis set).

Last column: Mulliken charge in e.
Geometry (Å):
C: 0.974 0.693 -0.042  0.142
C: -0.268 0.190 -0.077  0.110
C: -2.057 -0.876 0.061  0.038
H: 3.274 0.727 0.507  0.172
H: 1.049 1.795 -0.127  0.398
H: -2.885 -1.634 -0.002  0.352
N: -0.745 -1.085 -0.055  -0.501
N: -2.412 0.447 0.071  -0.349
N: -1.324 1.159 -0.024  -0.211
S: 2.377 -0.286 0.001  -0.151

Molecular weight (u): 113.15
Total charge: 0
Kohn-Sham gap (Eh): 0.2989
HOMO energy (eV): -9.606
LUMO energy (eV): -1.47

=====

Version 4
Entry from the OMol25 dataset: the molecule C3H3N3S (ωB97M-V with the def2-TZVPD basis set).

Last column: Mulliken charge in e.
Geometry (Å):
C: -0.626 -0.670 -0.117  0.544
C: 0.549 -0.085 -0.609  -0.020
C: 0.574 1.363 1.020  0.063
H: -0.384 -2.271 -1.775  0.140
H: 1.112 -0.535 -1.378  0.355
H: 1.019 2.327 1.518  0.306
N: 1.074 0.927 -0.089  -0.501
N: -0.558 0.892 1.563  -0.383
N: -1.255 -0.061 0.937  -0.296
S: -1.506 -1.887 -1.070  -0.207

Molecular weight (u): 113.15
Total charge: 0
Kohn-Sham gap (Eh): 0.3456
HOMO energy (eV): -9.515
LUMO energy (eV): -0.11

=====

Most stable one: version 1, least stable one: version 3.

=====

Version 1
Entry from the OMol25 dataset: a structure of composition C4H9N4 (ωB97M-V with the def2-TZVPD basis set).

Last column: Mulliken charge in e.
Geometry (Å):
C: -1.010 -0.116 0.955  0.402
C: 0.371 -1.022 -0.029  0.508
C: 1.233 0.748 -1.720  -1.107
C: 1.585 -0.098 -0.511  -0.316
N: -0.340 -2.018 -0.781  -0.217
N: 0.286 -2.422 0.200  -0.292
N: -0.959 0.211 2.293  -0.406
N: -2.059 0.258 0.232  -0.315
H: 1.816 1.655 -1.650  0.353
H: 0.212 1.116 -1.727  0.314
H: 1.303 0.131 -2.588  0.344
H: 1.678 0.599 0.346  0.252
H: 2.510 -0.643 -0.516  0.470
H: -0.039 -0.102 2.698  0.296
H: -1.663 0.779 2.769  0.233
H: -2.306 -0.036 -0.689  0.254
H: -2.619 0.960 0.717  0.228

Molecular weight (u): 113.14
Total charge: +1
Kohn-Sham gap (Eh): 0.4010
HOMO energy (eV): -14.898
LUMO energy (eV): -3.99

=====

Version 2
Entry from the OMol25 dataset: a structure of composition C4H9N4 (ωB97M-V with the def2-TZVPD basis set).

Last column: Mulliken charge in e.
Geometry (Å):
C: -0.614 0.786 -0.215  -0.164
C: 0.686 -0.513 0.699  0.327
C: 0.425 0.738 0.988  0.351
C: -0.348 -0.468 -0.408  -0.189
N: -1.580 1.713 -0.505  -0.450
N: 1.662 -1.490 0.710  -0.548
N: 0.582 1.694 1.984  -0.531
N: -0.450 -1.291 -1.680  -0.192
H: -1.731 2.585 0.087  0.253
H: -2.203 1.504 -1.359  0.221
H: 1.249 -2.396 0.589  0.187
H: 2.599 -1.512 1.139  0.217
H: -0.236 1.832 2.525  0.208
H: 1.454 1.724 2.475  0.212
H: 0.117 -2.095 -1.592  0.332
H: -0.501 -0.699 -2.477  0.359
H: -1.384 -1.867 -1.613  0.406

Molecular weight (u): 113.14
Total charge: +1
Kohn-Sham gap (Eh): 0.2487
HOMO energy (eV): -10.556
LUMO energy (eV): -3.79

=====

Version 3
Entry from the OMol25 dataset: the ion C4H9N4 with charge +1 (ωB97M-V with the def2-TZVPD basis set).

Last column: Mulliken charge in e.
Geometry (Å):
C: -0.595 -0.533 0.933  -0.049
C: 1.499 0.736 -0.263  -0.062
C: 2.573 -1.509 -0.061  -0.833
C: -2.477 0.961 -0.754  -0.817
N: 0.559 -1.099 0.784  -0.638
N: -0.691 0.776 0.764  -0.175
N: 1.562 -0.491 0.107  0.524
N: -1.755 1.422 0.515  -0.074
H: -1.458 -1.154 1.228  0.452
H: 2.274 1.422 -0.433  0.349
H: 3.491 -1.213 0.243  0.367
H: 2.187 -2.367 0.493  0.329
H: 2.552 -1.837 -1.112  0.330
H: -1.993 0.010 -1.185  0.295
H: -3.479 0.878 -0.518  0.333
H: -2.344 1.611 -1.520  0.364
H: -1.905 2.387 0.780  0.304

Molecular weight (u): 113.14
Total charge: +1
Kohn-Sham gap (spin up / spin down) (Eh): 0.3093 / 0.2880
HOMO energy (spin up / spin down) (eV): -13.941 / -13.272
LUMO energy (spin up / spin down) (eV): -5.52 / -5.44

=====

Most stable one: version 1, least stable one: version 3.